{
  "formula": "C57H74N3O2",
  "method": "ωB97M-V with the def2-TZVPD basis set",
  "max_force_ha_per_bohr": 0.0669,
  "e_tot_ha": -2530.769494,
  "total_charge": 1,
  "homo_lumo_gap_ev": 6.3,
  "e_homo_ev": -9.7077,
  "symbols": ["C", "C", "C", "C", "C", "C", "C", "C", "C", "C", "C", "N", "C", "C", "C", "C", "C", "C", "C", "C", "C", "C", "C", "C", "N", "N", "C", "C", "C", "C", "C", "C", "C", "C", "C", "C", "C", "C", "C", "C", "C", "C", "C", "C", "C", "H", "H", "H", "H", "H", "H", "H", "H", "H", "H", "H", "H", "H", "H", "H", "H", "H", "H", "H", "H", "H", "H", "H", "H", "H", "H", "H", "H", "H", "H", "H", "H", "H", "H", "H", "H", "H", "H", "H", "H", "H", "H", "H", "H", "H", "H", "H", "H", "H", "H", "H", "H", "H", "H", "H", "H", "H", "H", "H", "C", "O", "C", "C", "C", "C", "C", "C", "C", "C", "C", "O", "C", "C", "C", "C", "C", "H", "H", "H", "H", "H", "H", "H", "H", "H", "H", "H", "H", "H", "H", "H"],
  "xyz": [[-4.90268, -0.39541, 0.80570], [-4.65134, 0.32844, 2.12852], [-5.40133, 1.66011, 2.18392], [-3.15438, 0.49900, 2.35833], [-2.46133, 1.61552, 1.87737], [-1.07804, 1.71121, 2.00924], [-0.33617, 2.92975, 1.45505], [-1.11576, 4.24304, 1.56066], [0.20492, 2.68730, 0.05283], [-0.36384, 0.64547, 2.64147], [1.08751, 0.68792, 2.78197], [1.67757, 1.62202, 3.63610], [1.08232, 2.78913, 4.31377], [1.52893, 4.09412, 4.00549], [2.79586, 4.36749, 3.20918], [4.01994, 4.30867, 4.11809], [2.70022, 5.65060, 2.38245], [0.77950, 5.19296, 4.45472], [-0.38306, 5.02422, 5.19477], [-0.74777, 3.74782, 5.60388], [0.03484, 2.63952, 5.25843], [-0.16706, 1.33326, 5.99747], [-1.59830, 1.11894, 6.49403], [0.83154, 1.11695, 7.13594], [3.00766, 1.47585, 3.63738], [3.26810, 0.45227, 2.77446], [4.66272, 0.27172, 2.42449], [5.21449, 1.05569, 1.38270], [4.40276, 2.12542, 0.63726], [3.98174, 1.60986, -0.73330], [5.13834, 3.46725, 0.53755], [6.55389, 0.86504, 1.04546], [7.36641, 0.05435, 1.83171], [6.85119, -0.54552, 2.97703], [5.50472, -0.43301, 3.30559], [5.04514, -0.98481, 4.66361], [3.76409, -1.81640, 4.61324], [4.96344, 0.10598, 5.73620], [2.08589, -0.04562, 2.16867], [2.01926, -1.01653, 1.08167], [-1.09363, -0.42967, 3.24447], [-0.39348, -1.45525, 4.13296], [0.21083, -2.54680, 3.28936], [-1.27039, -2.14176, 5.17842], [-2.45870, -0.52335, 3.00256], [-4.39012, -1.36177, 0.78558], [-5.97029, -0.57407, 0.66448], [-4.53646, 0.19982, -0.03853], [-5.01001, -0.31503, 2.94572], [-5.13736, 2.22110, 3.08681], [-5.17363, 2.27609, 1.30750], [-6.47739, 1.47224, 2.20244], [-3.00817, 2.41073, 1.35538], [0.53576, 3.06358, 2.10491], [-1.55839, 4.35369, 2.55951], [-0.44174, 5.09857, 1.40486], [-1.91232, 4.29504, 0.80478], [0.84025, 1.79294, 0.03645], [-0.62108, 2.53364, -0.65659], [0.80932, 3.53996, -0.28701], [2.89963, 3.52690, 2.51071], [4.12966, 3.26474, 4.44104], [4.92953, 4.61309, 3.58397], [3.89316, 4.95718, 4.99864], [1.76016, 5.66916, 1.81206], [2.74391, 6.54834, 3.01666], [3.52602, 5.70762, 1.66201], [1.08868, 6.20427, 4.19430], [-0.98614, 5.89391, 5.47603], [-1.64019, 3.61982, 6.22080], [0.03413, 0.58568, 5.22686], [-2.31853, 1.20335, 5.66763], [-1.68739, 0.12017, 6.93946], [-1.86010, 1.85203, 7.27045], [1.86256, 1.27843, 6.79448], [0.62653, 1.81043, 7.96486], [0.74255, 0.08849, 7.51428], [3.50128, 2.29775, 1.24375], [3.37874, 0.69909, -0.62920], [3.38531, 2.35931, -1.26941], [4.86800, 1.36361, -1.33711], [5.44358, 3.81799, 1.53281], [6.03820, 3.38427, -0.08682], [4.48318, 4.23218, 0.09782], [6.95244, 1.36195, 0.15948], [8.41502, -0.09300, 1.56903], [7.49568, -1.13666, 3.62612], [5.85433, -1.66601, 4.96063], [3.73432, -2.45278, 3.72034], [3.71009, -2.46769, 5.49588], [2.87900, -1.16957, 4.62993], [5.93456, 0.59818, 5.86329], [4.22942, 0.86526, 5.43712], [4.66911, -0.31854, 6.70452], [2.94458, -1.57139, 0.85061], [1.47279, -0.58733, 0.21957], [0.44076, -0.96103, 4.65418], [0.86618, -2.13961, 2.51704], [0.79205, -3.26322, 3.88470], [-0.58286, -3.09832, 2.77394], [-1.86667, -1.43604, 5.76462], [-1.94259, -2.86328, 4.69508], [-0.62639, -2.70209, 5.87052], [-3.00342, -1.41125, 3.34120], [1.97048, -7.90871, 3.92700], [0.84533, -7.21133, 3.33675], [1.04178, -6.18314, 2.46217], [-0.11009, -5.69099, 1.77838], [-0.00788, -4.59577, 0.95001], [1.20654, -3.87788, 0.81296], [1.21755, -2.72500, -0.11438], [1.37988, -3.16791, -1.50320], [1.15116, -2.27889, -2.59279], [0.88053, -2.73719, -3.86430], [0.84293, -4.13550, -4.15269], [0.46278, -4.52545, -5.40166], [0.12115, -5.90101, -5.73880], [1.25653, -5.02915, -3.13279], [1.55494, -4.54697, -1.86235], [2.35487, -4.40525, 1.43249], [2.28083, -5.53055, 2.25695], [1.50131, -8.64868, 4.57751], [2.57350, -8.41524, 3.15972], [2.60676, -7.24268, 4.52546], [-1.06962, -6.18875, 1.93442], [-0.86652, -4.27776, 0.34691], [0.30168, -2.05866, -0.05148], [1.07274, -1.20533, -2.38795], [0.67835, -2.04813, -4.68456], [-0.25444, -5.85200, -6.76378], [1.00241, -6.55460, -5.70920], [-0.66457, -6.30426, -5.08582], [1.35172, -6.10000, -3.35454], [1.76910, -5.29144, -1.09184], [3.32765, -3.96547, 1.21721], [3.17401, -5.90214, 2.77007]],
  "forces_ev_per_angstrom": [[0.1, -0.1, -0.1], [0.3, 0.1, 0.2], [0.0, -0.1, 0.1], [-0.1, -0.1, -0.5], [0.0, -0.2, 0.1], [0.4, -0.4, -0.1], [0.4, -0.1, 0.6], [-0.2, 0.0, 0.0], [-0.1, -0.1, -0.3], [-1.8, 0.0, 0.2], [-0.2, 1.3, 0.7], [1.9, -0.8, -0.3], [-0.4, 0.7, 0.8], [0.1, 0.1, -0.2], [-0.4, -0.3, -0.5], [0.1, -0.1, 0.3], [0.0, 0.1, -0.1], [-0.1, -0.2, 0.2], [0.0, 0.0, -0.1], [0.3, 0.1, 0.0], [0.0, -0.1, 0.2], [-0.4, -0.5, -0.9], [0.0, 0.1, 0.0], [0.2, 0.2, 0.0], [-1.2, -1.4, -1.2], [-1.6, 1.5, 0.4], [1.0, 0.6, 0.3], [-0.5, 0.0, -0.1], [-0.2, -0.4, 0.4], [-0.1, -0.1, -0.3], [0.2, 0.0, 0.2], [0.0, -0.2, 0.2], [0.0, -0.1, -0.1], [0.1, 0.0, -0.2], [-0.6, 0.0, 0.3], [0.4, -0.4, -0.3], [-0.1, -0.1, 0.1], [0.0, 0.2, -0.1], [1.0, 0.0, 1.0], [1.1, 0.0, -2.2], [0.5, 0.3, -0.4], [0.2, -0.1, 0.0], [0.2, -0.4, -0.5], [-0.2, 0.2, 0.2], [0.0, 0.2, 0.2], [0.0, 0.1, 0.0], [0.0, 0.0, 0.0], [0.0, 0.0, 0.1], [0.0, 0.2, -0.2], [-0.1, 0.0, -0.1], [-0.1, 0.0, 0.1], [0.1, 0.1, -0.1], [0.3, -0.3, 0.4], [-0.2, 0.0, -0.3], [0.0, 0.0, -0.3], [-0.2, -0.3, -0.1], [0.1, 0.1, 0.2], [-0.1, 0.1, -0.1], [0.2, 0.1, 0.1], [-0.2, -0.2, 0.1], [0.0, 0.3, 0.0], [0.2, 0.5, 0.2], [-0.2, 0.0, 0.1], [0.1, -0.2, -0.3], [0.2, 0.1, 0.1], [0.0, -0.2, -0.2], [-0.1, 0.0, 0.3], [0.0, -0.4, 0.1], [0.2, -0.4, -0.1], [0.5, 0.0, -0.1], [-0.1, 0.0, 0.5], [0.1, 0.0, 0.2], [0.0, 0.4, 0.0], [0.0, -0.2, -0.2], [-0.1, 0.0, 0.1], [0.1, -0.2, -0.2], [0.0, 0.3, -0.1], [0.1, -0.1, -0.4], [0.1, 0.2, -0.1], [0.2, -0.1, 0.1], [-0.2, 0.1, 0.1], [0.0, -0.1, -0.3], [-0.2, 0.1, 0.1], [0.1, -0.3, 0.0], [0.0, 0.0, 0.4], [-0.3, 0.1, 0.1], [-0.1, 0.2, -0.1], [-0.1, 0.1, 0.0], [-0.1, 0.1, 0.1], [0.0, 0.2, -0.2], [0.0, -0.2, 0.0], [-0.2, 0.0, 0.0], [0.2, -0.2, 0.3], [0.0, 0.0, -0.2], [0.0, 1.3, 0.0], [1.1, 0.3, 0.6], [-0.2, -0.1, -0.2], [-0.1, -0.2, 0.2], [-0.1, 0.1, -0.1], [0.1, 0.1, 0.2], [0.0, -0.2, -0.2], [0.1, 0.2, 0.2], [-0.2, 0.1, -0.2], [0.1, 0.4, 0.1], [-0.5, 0.3, -0.3], [0.4, 0.0, -0.2], [0.1, 0.9, -0.1], [0.6, -0.7, 0.5], [0.5, 0.4, -0.2], [0.1, -1.1, 0.7], [-3.3, -0.5, 0.9], [1.3, 0.3, -1.4], [-0.5, -0.2, 0.5], [0.0, -0.7, -0.7], [0.4, -0.3, 0.4], [-0.1, 0.1, 0.5], [0.3, 0.4, 0.4], [-0.1, 0.4, -0.6], [-0.4, 0.4, 0.5], [-0.7, 0.2, -0.5], [-0.5, -0.6, 0.3], [0.2, 0.1, -0.1], [-0.2, 0.2, 0.1], [-0.2, -0.1, -0.2], [0.4, 0.0, -0.1], [0.2, 0.0, 0.4], [1.1, -1.3, 0.0], [0.1, -0.4, -0.1], [0.0, -0.1, 0.3], [0.1, 0.1, 0.3], [-0.1, 0.2, 0.0], [0.2, 0.3, 0.0], [-0.1, 0.5, 0.2], [0.1, 0.4, -0.2], [-0.2, 0.1, 0.2], [-0.3, 0.2, -0.3]],
  "lowdin_charge": [-0.061, -0.388, -0.073, -0.172, 0.033, -0.096, -0.369, -0.051, -0.038, -0.051, -0.091, 0.077, -0.061, -0.132, -0.383, -0.044, -0.054, -0.024, -0.047, -0.012, -0.106, -0.374, -0.061, -0.031, 0.191, 0.035, -0.076, -0.107, -0.368, -0.051, -0.051, -0.023, -0.042, -0.026, -0.122, -0.360, -0.056, -0.053, -0.140, 0.007, -0.107, -0.370, -0.060, -0.054, 0.025, 0.078, 0.082, 0.086, 0.136, 0.086, 0.076, 0.083, 0.118, 0.092, 0.083, 0.074, 0.084, 0.061, 0.092, 0.086, 0.089, 0.057, 0.077, 0.095, 0.075, 0.085, 0.071, 0.114, 0.120, 0.113, 0.077, 0.091, 0.070, 0.083, 0.072, 0.094, 0.088, 0.097, 0.060, 0.083, 0.090, 0.075, 0.083, 0.082, 0.120, 0.116, 0.121, 0.129, 0.080, 0.091, 0.059, 0.088, 0.045, 0.087, 0.081, 0.064, 0.108, 0.041, 0.104, 0.087, 0.059, 0.086, 0.094, 0.130, -0.053, -0.093, -0.258, 0.006, -0.065, -0.314, -0.027, -0.187, -0.022, 0.008, -0.241, -0.081, -0.038, 0.005, 0.005, -0.044, -0.009, 0.094, 0.099, 0.088, 0.126, 0.136, 0.138, 0.120, 0.124, 0.095, 0.092, 0.099, 0.118, 0.120, 0.120, 0.108]
}